[1]
42
Properties=species:S:1:pos:R:3 method="wB97M-V/def2-TZVPD" total_energy_ha=-766.80554 smiles=Cc1nnc(C(C)C)n1[C@@H]1C[C@H]2CC[C@@H](C1)N2C homo_ev=-8.69 homo_lumo_gap_ev=9.34 fmax_ha_per_bohr=0.066 total_charge=0 e_lumo_ev=0.66
C -2.103 -2.387 2.142
C -0.658 -2.300 1.837
N 0.191 -3.210 2.214
N 1.424 -2.630 1.934
C 1.354 -1.501 1.229
C 2.720 -0.786 0.833
C 2.817 -0.666 -0.698
C 3.962 -1.392 1.540
N -0.043 -1.211 1.238
C -0.787 -0.221 0.530
C -0.666 -0.615 -1.068
C -1.162 0.555 -1.897
C -2.560 1.046 -1.549
C -2.340 2.011 -0.419
C -0.845 2.118 -0.202
C -0.340 1.280 0.899
N -0.346 1.704 -1.553
C -0.322 2.690 -2.652
H -2.608 -2.717 1.325
H -2.232 -3.025 3.039
H -2.497 -1.453 2.484
H 2.568 0.315 1.126
H 3.849 -0.426 -0.893
H 2.118 0.028 -1.168
H 2.761 -1.636 -1.232
H 4.892 -0.809 1.392
H 3.721 -1.380 2.654
H 4.094 -2.487 1.257
H -1.839 -0.193 0.848
H -1.477 -1.406 -1.169
H 0.309 -1.020 -1.399
H -1.070 0.277 -2.954
H -2.982 1.650 -2.328
H -3.238 0.194 -1.322
H -2.793 1.681 0.483
H -2.640 3.021 -0.720
H -0.505 3.124 0.094
H 0.770 1.309 1.088
H -0.684 1.692 1.857
H 0.408 3.502 -2.405
H -1.310 3.107 -2.876
H 0.087 2.169 -3.539


[2]
62
Properties=species:S:1:pos:R:3 method="wB97M-V/def2-TZVPD" total_energy_ha=-2170.58619 homo_ev=-17.28 homo_lumo_gap_ev=7.28 fmax_ha_per_bohr=0.064 total_charge=+3 e_lumo_ev=-10.01 e_above_lowest_ev=0.139
Ta -0.080 -0.855 -0.189
C 3.112 -0.073 -0.453
N 1.793 0.112 -1.115
C 1.759 -0.767 -2.368
C 1.419 1.508 -1.614
C 2.286 2.425 -2.137
C 1.817 3.624 -2.722
C 0.435 3.870 -2.640
C -0.438 2.995 -1.997
C 0.075 1.849 -1.442
N -0.672 0.841 -0.852
C -1.981 0.725 -0.348
C -2.666 1.725 0.277
C -3.899 1.508 0.690
C -4.481 0.225 0.736
C -3.755 -0.836 0.229
C -2.530 -0.599 -0.368
N -1.824 -1.519 -1.278
C -1.982 -1.089 -2.672
C -2.112 -2.930 -1.143
H 3.947 0.315 -1.073
H 3.374 -1.153 -0.199
H 3.049 0.423 0.525
H 2.452 -0.374 -3.104
H 0.769 -0.810 -2.770
H 1.991 -1.756 -2.117
H 3.388 2.291 -2.196
H 2.541 4.319 -3.232
H -0.110 4.712 -3.021
H -1.508 3.186 -2.099
H -2.215 2.659 0.404
H -4.447 2.361 1.035
H -5.520 0.112 1.077
H -4.175 -1.860 0.111
H -1.528 -1.761 -3.421
H -1.813 -0.013 -2.810
H -3.018 -1.322 -3.017
H -2.896 -3.186 -1.854
H -2.441 -3.194 -0.142
H -1.238 -3.505 -1.363
S 0.310 -0.209 2.086
C 1.182 1.335 2.216
N 2.213 1.463 2.996
C 2.541 2.846 3.496
C 1.928 3.728 2.312
S 0.507 2.817 1.719
H 2.639 0.650 3.397
H 3.624 2.931 3.649
H 1.968 3.117 4.447
H 2.672 3.750 1.512
H 1.696 4.757 2.595
O -2.162 -3.072 2.708
C -1.064 -3.250 2.241
C -0.143 -4.361 2.564
C 1.064 -4.233 1.627
C 0.679 -2.990 0.908
O 1.318 -2.317 0.026
N -0.516 -2.516 1.186
H -0.735 -5.226 2.357
H 0.078 -4.324 3.628
H 1.278 -4.964 0.865
H 2.050 -4.114 2.135